A cluster of 17 separate species, C21H12Cl64F3N2OS in total in a non-equilibrium geometry, computed with ωB97M-V/def2-TZVPD.

Results
Total charge: +1
Molecular weight (g mol⁻¹): 2666.393
2S+1: 1
Highest occupied orbital energy (eV): -12.2506

Last column: Löwdin charge in e.
Cartesian coordinates (Å):
C1 -3.57399 1.52812 -3.43867  -0.120
C2 -2.82964 0.19809 -4.12724  -0.225
N1 -1.35078 0.37901 -3.86764  -0.091
N2 -0.56617 -0.55563 -4.52462  -0.486
S1 -0.48688 -0.29140 -6.27933  0.891
C3 -0.91260 -2.00059 -4.23929  -0.121
C4 -1.07982 -2.37259 -2.64894  -0.162
O1 -1.99943 -3.53256 -2.40457  -0.079
C5 0.38046 -2.86071 -1.99696  -0.157
F1 1.35681 -1.72507 -2.04421  -0.151
F2 0.90615 -4.07641 -2.70314  -0.048
F3 0.07525 -3.30310 -0.58917  -0.013
H1 -4.24252 2.11697 -4.20290  0.096
H2 -4.22504 1.24618 -2.50101  0.086
H3 -2.73983 2.30241 -3.07933  0.024
H4 -3.14186 0.21989 -5.25809  0.115
H5 -3.31713 -0.73298 -3.61222  0.131
H6 -1.11126 1.30043 -4.34334  0.142
H7 0.42905 -0.39565 -4.18620  0.164
H8 -1.40732 -1.15407 -6.93593  -0.039
H9 -1.85042 -2.38080 -4.87048  0.158
H10 0.00330 -2.65032 -4.64050  0.154
H11 -1.48485 -1.48006 -1.99613  0.165
H12 -2.51424 -3.74150 -3.24767  0.127
C6 -3.10564 -4.07499 1.38799  -1.977
Cl1 -2.24831 -5.44993 0.64680  0.542
Cl2 -1.93130 -2.80770 1.82315  0.517
Cl3 -4.28722 -3.41694 0.22812  0.482
Cl4 -3.95561 -4.62569 2.85384  0.476
C7 4.98288 -2.76170 -2.61449  -1.929
Cl5 5.84021 -4.13664 -3.35567  0.546
Cl6 6.15722 -1.49441 -2.17933  0.455
Cl7 3.80130 -2.10365 -3.77435  0.503
Cl8 4.13291 -3.31240 -1.14863  0.478
C8 3.40195 0.63448 -0.29211  -1.934
Cl9 4.98081 1.00419 -1.03056  0.483
Cl10 3.44118 -1.00524 0.40380  0.488
Cl11 3.05644 1.81767 0.99441  0.536
Cl12 2.12959 0.72134 -1.53629  0.522
C9 7.32602 -1.91791 2.22798  -1.981
Cl13 8.74206 -1.12419 1.49337  0.514
Cl14 7.87008 -3.25424 3.27330  0.530
Cl15 6.41989 -0.73282 3.20212  0.497
Cl16 6.27227 -2.56029 0.94291  0.457
C10 -4.81075 -7.52970 5.68164  -1.997
Cl17 -5.09266 -5.77754 5.52271  0.484
Cl18 -6.11098 -8.25398 6.66109  0.525
Cl19 -4.79778 -8.27815 4.06483  0.510
Cl20 -3.24156 -7.80882 6.47799  0.494
C11 -1.98744 2.85431 0.21454  -1.947
Cl21 -1.13011 1.47937 -0.52664  0.499
Cl22 -0.81310 4.12160 0.64970  0.534
Cl23 -3.16902 3.51236 -0.94533  0.518
Cl24 -2.83741 2.30361 1.68040  0.510
C12 3.68107 -0.21274 6.23817  -1.995
Cl25 4.98704 -1.38754 6.53663  0.512
Cl26 2.53534 -0.88703 5.05195  0.489
Cl27 2.82594 0.12504 7.76431  0.498
Cl28 4.37623 1.29844 5.59977  0.508
C13 1.25980 7.11276 -1.82121  -1.993
Cl29 -0.03728 6.45965 -2.85359  0.472
Cl30 2.07534 5.77421 -0.97406  0.505
Cl31 2.44102 7.98378 -2.83140  0.515
Cl32 0.55984 8.23334 -0.62588  0.465
C14 -6.51095 4.95749 0.87445  -1.990
Cl33 -5.20497 3.78269 1.17291  0.436
Cl34 -7.65668 4.28320 -0.31177  0.511
Cl35 -7.36607 5.29527 2.40059  0.527
Cl36 -5.81578 6.46867 0.23605  0.517
C15 0.13455 -6.14874 8.60707  -1.998
Cl37 0.21860 -5.42138 6.98266  0.483
Cl38 -0.54879 -7.78990 8.48828  0.498
Cl39 1.77193 -6.23606 9.30407  0.521
Cl40 -0.90361 -5.14741 9.65302  0.508
C16 3.11378 -5.26720 -6.54578  -1.999
Cl41 4.41976 -6.44201 -6.24732  0.529
Cl42 1.96805 -5.94150 -7.73200  0.519
Cl43 2.25866 -4.92942 -5.01964  0.506
Cl44 3.80895 -3.75603 -7.18418  0.504
C17 -8.26505 -4.95425 0.20800  -2.002
Cl45 -8.54696 -3.20209 0.04907  0.507
Cl46 -9.56527 -5.67853 1.18745  0.524
Cl47 -8.25207 -5.70270 -1.40882  0.509
Cl48 -6.69585 -5.23336 1.00435  0.467
C18 -0.45138 10.88494 -4.62766  -1.995
Cl49 1.12748 11.25465 -5.36612  0.516
Cl50 -0.41215 9.24522 -3.93176  0.458
Cl51 -0.79689 12.06813 -3.34115  0.519
Cl52 -1.72374 10.97180 -5.87185  0.515
C19 9.54179 1.97290 -1.44525  -1.998
Cl53 9.18396 2.91567 0.02375  0.521
Cl54 8.16219 0.90917 -1.81896  0.456
Cl55 9.82233 3.08346 -2.80994  0.525
Cl56 10.99869 0.98338 -1.17552  0.522
C20 -0.29494 10.81990 2.52657  -1.997
Cl57 1.44177 11.06238 2.21058  0.518
Cl58 -1.13751 12.38781 2.44764  0.521
Cl59 -0.97338 9.71862 1.30127  0.465
Cl60 -0.51034 10.11082 4.14683  0.519
C21 -0.87952 -1.57707 6.92777  -1.989
Cl61 -0.69201 0.14575 6.51362  0.505
Cl62 0.38969 -2.05129 8.08480  0.480
Cl63 -2.48130 -1.84035 7.66223  0.524
Cl64 -0.73439 -2.56215 5.45027  0.468

A cluster of 2 separate species, C32H40F6N2O4 in total in a non-equilibrium geometry, computed with ωB97M-V/def2-TZVPD.

Results
Total charge: 0
Molecular weight (g mol⁻¹): 630.670
2S+1: 1
Highest occupied orbital energy (eV): -6.4874

Last column: Löwdin charge in e.
Cartesian coordinates (Å):
C1 2.59070 -3.97738 -2.51742  -0.070
C2 1.09803 -3.85053 -2.39510  -0.229
O1 0.80561 -2.43825 -2.30688  -0.018
C3 -0.49430 -2.16733 -2.04442  -0.477
C4 -0.92232 -0.77296 -2.08800  -0.038
C5 -2.35948 -0.51178 -2.48711  -0.264
C6 -2.86327 -1.33763 -3.69344  -0.144
C7 -4.34922 -1.10764 -3.99341  -0.199
C8 -5.21771 -1.32597 -2.75542  -0.211
C9 -4.72525 -0.49896 -1.57123  -0.195
C10 -3.25179 -0.77178 -1.28047  -0.170
C11 -0.01608 0.34886 -2.19675  -0.484
O2 -0.43093 1.51035 -2.18329  0.034
O3 1.30019 0.07721 -2.28101  -0.016
C12 2.09588 1.25558 -2.52482  -0.231
C13 3.50392 0.78653 -2.75238  -0.073
O4 -1.28277 -3.06746 -1.74640  0.034
H1 2.86300 -5.03321 -2.59472  0.076
H2 2.95774 -3.46519 -3.41379  0.082
H3 3.10120 -3.55609 -1.64419  0.065
H4 0.59168 -4.25831 -3.28222  0.131
H5 0.72848 -4.36489 -1.49727  0.114
H6 -2.39677 0.55511 -2.74149  0.143
H7 -2.24536 -1.09762 -4.57082  0.121
H8 -2.69922 -2.39408 -3.44232  0.110
H9 -4.48354 -0.08094 -4.35783  0.111
H10 -4.66607 -1.77778 -4.79999  0.105
H11 -6.26358 -1.08463 -2.97258  0.103
H12 -5.18267 -2.38844 -2.48148  0.115
H13 -4.84027 0.57155 -1.79160  0.115
H14 -5.31044 -0.71235 -0.67073  0.104
H15 -3.08001 -1.81993 -0.99627  0.119
H16 -2.89810 -0.13047 -0.46636  0.075
H17 1.70811 1.77577 -3.41099  0.128
H18 2.02827 1.92110 -1.65319  0.112
H19 4.15106 1.65180 -2.91036  0.075
H20 3.88755 0.22002 -1.89630  0.075
H21 3.56435 0.15392 -3.64444  0.081
C14 4.51235 -2.05475 4.42572  -0.052
N1 3.93532 -2.58366 3.21649  -0.128
C15 4.72576 -3.58395 2.51005  -0.041
C16 5.49007 -2.91498 1.41074  -0.530
F1 6.31734 -3.73905 0.71690  0.133
F2 4.62163 -2.34070 0.50543  0.111
F3 6.24223 -1.88016 1.91568  0.114
C17 2.76654 -2.10400 2.72061  -0.213
C18 2.02150 -2.82448 1.74404  -0.003
C19 0.94487 -2.24247 1.12657  0.018
C20 0.54047 -0.90958 1.42645  -0.178
C21 -0.59599 -0.36946 0.76096  0.082
C22 -1.01444 0.98770 0.98443  -0.217
C23 -2.32590 1.32405 1.43424  -0.008
C24 -2.68469 2.63467 1.67657  0.002
C25 -1.78712 3.68985 1.36966  -0.215
N2 -2.13774 4.99726 1.51505  -0.140
C26 -1.51387 6.02847 0.72272  -0.054
C27 -3.09694 5.45897 2.50301  -0.047
C28 -2.35900 5.75041 3.77961  -0.529
F4 -3.11932 6.29789 4.76323  0.129
F5 -1.80508 4.58610 4.26246  0.114
F6 -1.30367 6.60528 3.54048  0.105
C29 -0.48457 3.36618 0.90249  0.009
C30 -0.09313 2.05260 0.79016  -0.026
C31 1.25786 -0.22588 2.46143  0.009
C32 2.30571 -0.82374 3.12366  0.000
H22 3.73289 -1.89812 5.18245  0.099
H23 5.23746 -2.77787 4.81056  0.093
H24 5.02180 -1.09322 4.25351  0.100
H25 5.44648 -3.99884 3.22339  0.142
H26 4.08653 -4.35227 2.06383  0.132
H27 2.29296 -3.85491 1.51215  0.111
H28 0.36315 -2.80715 0.39720  0.116
H29 -1.29886 -1.09146 0.35249  0.105
H30 -3.03686 0.51978 1.63296  0.125
H31 -3.68103 2.87856 2.04871  0.107
H32 -1.30895 5.64949 -0.28872  0.104
H33 -2.20254 6.87768 0.65369  0.094
H34 -0.56411 6.36799 1.16575  0.092
H35 -3.53207 6.39635 2.13851  0.142
H36 -3.84812 4.69637 2.71653  0.127
H37 0.21485 4.17346 0.66846  0.114
H38 0.93724 1.81642 0.53085  0.121
H39 0.95745 0.77863 2.75729  0.119
H40 2.82497 -0.29964 3.92807  0.106

> Look up the 2S+1 of the first one.

1